Molecular formula: C5H4O
Method: DFT, ωB97M-V/def2-TZVPD

Geometry (Å):
C: 1.06 -0.69 0.57
C: -2.03 -1.19 -0.03
H: -2.69 -1.93 0.14
H: 1.78 0.71 -1.23
C: 1.97 0.20 -0.16
C: -1.77 0.14 0.07
H: -1.89 1.09 0.61
H: 2.70 0.70 0.49
C: -0.71 -0.68 -0.36
O: 2.13 -1.23 -0.02

Output
HOMO level in hartree: -0.2945
Frontier orbital gap in eV: 8.43
Strongest force on any atom in eV Å⁻¹: 6.03
Relative energy (zero: lowest compared OMol25 entry of this formula, charge and spin) in kJ/mol: 666.9
E_tot in a.u.: -267.85834